This record from the OMol25 dataset describes one molecule with the formula C12H12N2 in a non-equilibrium geometry. The level of theory is ωB97M-V with the def2-TZVPD basis set.

Atoms and positions in Å:
1 H -0.485 4.537 0.733
2 H -0.571 2.918 -1.064
3 C -1.128 1.849 2.528
4 H 1.976 0.397 0.296
5 H -0.216 0.880 -1.735
6 N -0.975 3.149 2.290
7 H -2.516 -0.421 -0.479
8 C 1.076 -3.256 -1.193
9 H 0.899 -4.167 -1.755
10 H 3.491 -1.660 0.623
11 H 3.029 -3.829 -0.332
12 C -0.563 0.278 -0.924
13 C 2.539 -1.789 0.133
14 C 2.261 -3.040 -0.465
15 H -1.397 1.595 3.537
16 C 0.197 -2.135 -1.287
17 C 1.606 -0.722 0.111
18 C 0.434 -0.916 -0.556
19 H -0.784 -2.192 -1.825
20 C -0.783 2.614 -0.018
21 C -0.773 3.548 0.976
22 C -0.796 1.224 0.228
23 C -1.108 0.904 1.509
24 N -1.942 -0.249 -1.436
25 H -1.051 -0.085 1.920
26 H -2.421 0.567 -1.819

## Properties
- charge = 0

=====

This record from the OMol25 dataset describes C30H41N8OPdSSi as an isolated structure in a non-equilibrium geometry. The level of theory is ωB97M-V with the def2-TZVPD basis set.

Atoms and positions in Å:
1 H 0.269 2.529 1.495
2 H -0.309 0.536 2.965
3 H 4.509 3.556 -2.377
4 C -1.212 1.100 3.189
5 H 2.183 -4.557 3.006
6 H 0.253 -5.227 1.800
7 H -1.014 0.701 -4.380
8 H 4.499 0.029 -1.812
9 C -5.481 -2.203 1.568
10 N 2.522 0.512 -1.254
11 C -2.051 1.305 -1.199
12 N -0.987 -3.443 -3.403
13 C 0.838 -5.075 0.892
14 C -5.568 -1.280 0.541
15 H 4.696 1.944 -3.108
16 C -3.289 -0.604 0.937
17 C 2.021 -2.934 1.594
18 C -0.146 -2.955 -2.471
19 H 4.093 3.757 -0.047
20 H 1.756 -5.656 0.976
21 H 2.777 0.537 -3.362
22 H -6.329 -2.827 1.807
23 C 3.732 2.727 -0.030
24 H -0.815 3.754 2.148
25 C 2.469 -3.541 2.791
26 Si -1.749 0.403 0.463
27 H 3.622 -3.298 4.571
28 C -4.303 -2.326 2.287
29 N 0.640 -2.886 -0.273
30 C 3.149 -0.997 2.148
31 C -1.545 1.180 -3.569
32 H -4.234 -3.045 3.091
33 C -4.483 -0.477 0.234
34 C -2.382 2.256 -3.815
35 C 1.155 -3.618 0.701
36 H 3.925 2.306 0.961
37 H -6.481 -1.188 -0.029
38 H -3.684 3.715 -2.944
39 H -0.849 -4.135 -0.937
40 C -3.038 2.868 -2.760
41 H 1.977 0.934 0.742
42 C 1.826 1.341 -0.263
43 C 2.041 3.261 -1.609
44 O -0.397 -0.352 0.482
45 H 1.190 1.112 -2.791
46 H -0.967 1.826 3.967
47 H -3.125 2.982 3.087
48 H -3.851 1.599 2.282
49 H -1.967 0.424 3.584
50 C -0.754 2.889 1.484
51 H 4.224 0.132 -0.055
52 N -0.182 -3.417 -1.218
53 H -3.409 3.034 1.357
54 N 2.294 2.720 -0.278
55 C -1.718 1.831 1.968
56 H 0.965 3.232 -1.800
57 H 0.757 1.346 -0.497
58 H 2.390 4.294 -1.647
59 H -4.559 0.247 -0.564
60 H -0.961 -3.029 -4.316
61 C 3.259 -2.841 3.664
62 C 4.163 2.521 -2.349
63 C -3.108 2.384 2.173
64 C 2.266 1.120 -2.589
65 H 3.427 0.021 1.898
66 H 0.275 -5.484 0.058
67 C -2.871 2.396 -1.468
68 N 4.451 1.954 -1.036
69 H -2.290 -1.641 2.515
70 H -3.386 2.905 -0.665
71 H 4.174 -0.911 4.018
72 H -0.735 -0.122 -2.063
73 N 2.426 -1.667 1.254
74 C -1.387 0.719 -2.275
75 Pd 1.548 -1.212 -0.688
76 C 3.581 -1.514 3.351
77 H -2.514 2.622 -4.822
78 S 1.037 -1.818 -2.914
79 N 2.733 2.488 -2.632
80 H -1.756 -4.042 -3.165
81 C -3.215 -1.533 1.968
82 C 3.982 0.584 -1.021
83 H -0.993 3.226 0.478

## Properties
- charge = +1

=====

Number 1: HOMO-LUMO gap 0.366 Eh, electronic energy -573.92670 Ha. Number 2: HOMO-LUMO gap 0.173 Eh, electronic energy -2496.42884 Ha.